Run A
This record from the Open Molecules 2025 dataset describes the ion C4H10O2P with charge -1. The level of theory is ωB97M-V/def2-TZVPD.

Last column: Mulliken charge in e.
Geometry (Å):
1 C 1.939 -2.003 0.304  -0.8515
2 P 0.349 -0.950 -0.469  0.5230
3 O -0.883 -1.756 -0.667  -0.7411
4 O 0.948 -0.571 -2.025  -0.5752
5 C -0.175 0.733 0.259  0.6090
6 C -1.019 0.321 1.416  -1.7382
7 C -0.760 1.661 -0.760  -1.2397
8 H 2.529 -1.101 0.487  0.1373
9 H 1.507 -2.186 1.250  0.1020
10 H 0.840 -1.367 -2.503  0.2841
11 H 0.809 1.112 0.731  0.2889
12 H -2.060 0.295 1.208  0.3944
13 H -0.681 -0.659 1.595  0.4128
14 H -0.747 0.894 2.243  0.4448
15 H -1.657 2.083 -0.409  0.4079
16 H -1.009 1.118 -1.721  0.3031
17 H 0.071 2.377 -0.940  0.2385

Results
Gap between HOMO and LUMO   6.9 eV
SMILES   C=[P@]([O-])(O)C(C)C
Total charge   -1
2S+1   1
Lowest unoccupied orbital energy   3.93 eV
HOMO energy   -2.9 eV


Run B
This record from the Open Molecules 2025 dataset describes the ion C4H10O2P with charge -1. The level of theory is ωB97M-V/def2-TZVPD.

Last column: Mulliken charge in e.
Geometry (Å):
1 C -1.285 1.793 -0.248  -0.9623
2 C 0.737 0.504 -2.290  -1.3709
3 C 0.035 -1.521 2.126  -0.0843
4 C 0.221 -0.272 -1.073  -0.4596
5 O 1.052 -0.855 2.850  -0.5311
6 O -0.806 -0.574 1.504  -0.5078
7 P 0.002 0.849 0.371  0.0454
8 H -1.457 2.822 0.176  0.1909
9 H -2.235 1.479 -0.545  0.2840
10 H 0.927 -0.085 -3.222  0.3277
11 H 0.071 1.237 -2.500  0.4960
12 H 1.724 0.856 -2.037  0.3145
13 H -0.553 -2.110 2.863  0.1658
14 H 1.045 0.092 2.740  0.3111
15 H 0.381 -2.325 1.450  0.2077
16 H 0.960 -1.083 -1.018  0.3325
17 H -0.819 -0.805 -1.145  0.2402

Results
Gap between HOMO and LUMO   7.0 eV
Total charge   -1
2S+1   1
Lowest unoccupied orbital energy   4.15 eV
HOMO energy   -2.9 eV


Stability, highest: run A


Run A
This record from the Open Molecules 2025 dataset describes a structure of composition C12H34N3O4Ti. The level of theory is ωB97M-V/def2-TZVPD.

Last column: Mulliken charge in e.
Geometry (Å):
1 Ti 0.079 0.469 -0.251  -0.0777
2 O -0.842 2.535 0.239  -0.8563
3 H -1.632 2.870 0.650  0.0610
4 C 3.755 0.930 -2.143  -1.2413
5 C 2.560 1.888 -2.137  0.3200
6 C 1.475 1.536 -3.124  -0.2916
7 O 1.924 1.754 -4.438  -0.4057
8 C 0.995 1.248 -5.375  -0.6922
9 N 2.004 1.858 -0.754  -0.3028
10 H 4.094 0.681 -3.149  0.3570
11 H 3.445 0.000 -1.661  0.1038
12 H 4.577 1.385 -1.591  0.3963
13 H 2.910 2.921 -2.244  0.3491
14 H 0.557 2.087 -2.878  0.4637
15 H 1.245 0.471 -2.941  -0.0836
16 H 1.440 1.338 -6.367  0.2667
17 H 0.087 1.859 -5.426  0.2861
18 H 0.762 0.206 -5.147  0.2811
19 H 2.775 2.081 -0.119  0.2112
20 H 1.461 2.709 -0.538  0.2575
21 C -0.110 -1.676 2.910  -1.0327
22 C -0.855 -0.348 2.863  0.3863
23 C -1.111 0.090 4.302  -0.9672
24 O -1.883 1.283 4.314  -0.2464
25 C -2.244 1.664 5.608  -0.7797
26 N -0.034 0.592 2.101  -0.1626
27 H 0.106 -1.982 1.886  -0.0778
28 H -0.658 -2.513 3.359  0.4143
29 H 0.810 -1.610 3.494  0.4002
30 H -1.822 -0.420 2.363  0.1629
31 H -0.176 0.282 4.843  0.3888
32 H -1.683 -0.684 4.831  0.4326
33 H -1.454 1.733 6.367  0.3039
34 H -2.983 0.961 6.017  0.3083
35 H -2.699 2.652 5.555  0.2488
36 H -0.485 1.480 1.828  0.3425
37 H 0.751 0.858 2.695  0.1809
38 C -3.146 -2.332 -1.076  -1.6721
39 C -1.826 -1.614 -0.695  1.1494
40 C -0.599 -2.395 -1.099  -0.7966
41 O 0.518 -1.679 -0.593  0.4545
42 C 1.750 -2.356 -0.476  -1.0159
43 N -1.810 -0.308 -1.443  -0.5067
44 H -3.275 -2.596 -2.121  0.3853
45 H -3.950 -1.670 -0.751  0.4386
46 H -3.222 -3.194 -0.400  0.4114
47 H -1.834 -1.294 0.350  -0.5881
48 H -0.563 -2.448 -2.194  0.3531
49 H -0.641 -3.414 -0.703  0.3861
50 H 2.420 -1.689 0.060  0.1807
51 H 2.130 -2.665 -1.455  0.2557
52 H 1.624 -3.255 0.145  0.3337
53 H -2.098 -0.478 -2.404  0.2615
54 H -2.620 0.201 -1.087  0.2638

Results
Gap between HOMO and LUMO (alpha / beta)   3.8 / 8.1 eV
Total charge   0
2S+1   4
Lowest unoccupied orbital energy (alpha / beta)   0.50 / 0.40 eV
HOMO energy (alpha / beta)   -3.3 / -7.7 eV


Run B
This record from the Open Molecules 2025 dataset describes a structure of composition C12H34N3O4Ti. The level of theory is ωB97M-V/def2-TZVPD.

Last column: Mulliken charge in e.
Geometry (Å):
1 Ti -0.936 0.158 -1.865  0.2618
2 O -0.940 -0.254 -4.164  -0.8236
3 H -0.740 -0.005 -5.087  0.0972
4 C 1.915 -1.735 0.534  -1.3872
5 C 1.129 -2.607 -0.403  0.2640
6 C -0.206 -3.213 0.298  -0.2311
7 O 0.054 -4.120 1.306  -0.4440
8 C -0.072 -3.614 2.602  -0.2768
9 N 0.691 -1.761 -1.495  -0.2782
10 H 2.269 -2.296 1.399  0.4009
11 H 1.370 -0.824 0.782  0.0827
12 H 2.832 -1.448 0.021  0.4690
13 H 1.723 -3.418 -0.825  0.3556
14 H -0.794 -3.820 -0.389  0.4511
15 H -0.887 -2.434 0.641  -0.1980
16 H 0.317 -2.601 2.699  -0.1200
17 H 0.389 -4.313 3.300  0.3126
18 H -1.141 -3.540 2.802  0.2737
19 H 1.502 -1.658 -2.088  0.2278
20 H 0.113 -2.349 -2.079  0.2614
21 C -3.713 -0.732 1.474  -1.5501
22 C -2.689 0.391 1.469  -0.1762
23 C -1.381 0.099 2.308  0.4375
24 O -1.683 -0.093 3.672  -0.4047
25 C -0.508 -0.146 4.396  -0.7216
26 N -2.330 0.559 0.091  -0.2016
27 H -4.603 -0.452 0.910  0.4983
28 H -4.059 -0.972 2.479  0.3900
29 H -3.283 -1.646 1.065  0.2409
30 H -3.112 1.355 1.754  0.4856
31 H -0.797 0.999 2.115  0.2603
32 H -0.819 -0.752 1.923  -0.4038
33 H 0.279 -0.787 4.000  0.2200
34 H -0.577 -0.518 5.418  0.2916
35 H -0.105 0.862 4.296  0.3364
36 H -3.195 0.469 -0.423  0.2815
37 H -2.214 1.552 -0.054  0.1421
38 C 0.811 2.728 -0.056  -1.0301
39 C 1.071 2.746 -1.573  0.3072
40 C 2.286 1.928 -1.998  -0.2458
41 O 2.675 1.924 -3.433  -0.3811
42 C 2.867 3.162 -3.959  -0.7100
43 N -0.185 2.373 -2.202  -0.3469
44 H 1.693 3.131 0.442  0.4934
45 H 0.720 1.710 0.324  -0.2406
46 H -0.054 3.288 0.300  0.4035
47 H 1.200 3.799 -1.824  0.3273
48 H 2.086 0.880 -1.777  -0.2626
49 H 3.243 2.131 -1.517  0.5282
50 H 1.956 3.760 -3.975  0.2665
51 H 3.206 3.061 -4.990  0.2766
52 H 3.716 3.685 -3.517  0.3059
53 H -0.118 2.423 -3.209  0.2559
54 H -0.975 2.937 -1.923  0.2274

Results
Gap between HOMO and LUMO (alpha / beta)   4.5 / 7.9 eV
Total charge   0
2S+1   4
Lowest unoccupied orbital energy (alpha / beta)   0.42 / 0.27 eV
HOMO energy (alpha / beta)   -4.1 / -7.6 eV


Stability, highest: run A


Run A
This record from the Open Molecules 2025 dataset describes a cluster of 8 separate species, C32H64O24 in total. The level of theory is ωB97M-V/def2-TZVPD.

Last column: Mulliken charge in e.
Geometry (Å):
1 C -3.932 1.525 4.480  -1.3867
2 C -2.436 1.832 4.685  0.3525
3 O -2.132 2.235 6.035  -0.3102
4 C -2.297 3.530 6.434  0.7367
5 O -2.876 4.438 5.802  -0.5988
6 O -1.714 3.708 7.614  -0.3151
7 C -1.826 5.035 8.207  -0.6617
8 H -4.233 0.759 5.195  0.3530
9 H -4.029 1.195 3.446  0.3151
10 H -4.518 2.401 4.758  0.4102
11 H -2.217 2.677 4.032  0.3758
12 H -1.920 0.907 4.427  -0.0685
13 H -2.835 5.113 8.612  0.3100
14 H -1.541 5.845 7.535  0.2957
15 H -1.201 4.993 9.099  0.2404
16 C -2.051 -1.219 1.934  -0.4567
17 C -2.068 -0.757 0.496  -0.5093
18 O -0.786 -1.118 0.038  0.3125
19 C -0.230 -0.359 -1.052  0.3938
20 O -0.842 0.429 -1.732  -0.6427
21 O 0.990 -0.713 -1.381  -0.3846
22 C 1.675 -1.769 -0.677  0.8474
23 H -2.945 -0.871 2.453  0.5333
24 H -1.183 -0.853 2.481  -0.1519
25 H -2.007 -2.307 1.969  -0.1546
26 H -2.307 0.302 0.594  0.3190
27 H -2.949 -1.155 -0.008  0.3045
28 H 1.946 -1.513 0.347  -0.2634
29 H 2.637 -1.911 -1.169  0.1837
30 H 1.109 -2.701 -0.661  -0.5574
31 C -2.952 -1.844 -4.550  -1.1775
32 C -2.426 -0.501 -4.169  0.4775
33 O -2.796 0.543 -5.084  -0.3897
34 C -3.980 1.214 -5.009  0.7556
35 O -4.817 1.168 -4.177  -0.5833
36 O -4.114 1.868 -6.132  -0.3440
37 C -5.192 2.720 -6.365  -0.6757
38 H -3.790 -1.941 -3.861  0.3544
39 H -2.275 -2.698 -4.525  0.1407
40 H -3.378 -1.777 -5.551  0.3897
41 H -1.341 -0.603 -4.126  0.2191
42 H -2.681 -0.329 -3.123  0.0794
43 H -6.104 2.384 -5.872  0.3163
44 H -5.327 3.012 -7.406  0.2497
45 H -4.847 3.637 -5.887  0.2538
46 C 1.112 2.329 0.432  -1.8986
47 C 1.791 1.533 1.494  1.3152
48 O 1.092 1.620 2.720  -0.1649
49 C 1.614 1.194 3.890  0.5814
50 O 2.758 0.878 4.075  -0.5779
51 O 0.657 1.340 4.785  -0.0456
52 C 0.821 0.756 6.008  -0.8343
53 H 1.141 3.359 0.789  0.5675
54 H 0.093 1.984 0.261  0.3114
55 H 1.601 2.402 -0.539  0.5080
56 H 2.765 2.019 1.551  -0.3802
57 H 1.917 0.485 1.222  -0.3551
58 H 0.718 -0.324 5.901  0.3044
59 H 0.026 1.034 6.700  0.1982
60 H 1.756 0.960 6.528  0.3922
61 C -1.096 4.936 -1.324  -0.9110
62 C -0.683 4.176 -2.633  -0.0547
63 O -1.569 4.364 -3.689  -0.2597
64 C -1.183 5.231 -4.638  0.6499
65 O -0.113 5.868 -4.623  -0.6088
66 O -2.134 5.232 -5.534  -0.2570
67 C -2.015 6.054 -6.693  -0.7131
68 H -1.155 6.003 -1.540  0.3694
69 H -0.325 4.708 -0.588  0.1540
70 H -2.074 4.506 -1.108  0.2933
71 H -0.681 3.099 -2.466  0.0717
72 H 0.338 4.264 -3.004  0.4411
73 H -1.215 5.684 -7.336  0.3304
74 H -1.856 7.117 -6.511  0.3138
75 H -2.936 5.934 -7.264  0.2267
76 C -2.130 -5.266 1.772  -1.1348
77 C -0.717 -5.023 1.108  -0.3239
78 O -0.030 -3.861 1.513  -0.0372
79 C 0.792 -3.872 2.514  0.6038
80 O 0.965 -4.806 3.303  -0.6358
81 O 1.379 -2.662 2.641  -0.0609
82 C 2.161 -2.337 3.777  -0.1665
83 H -2.198 -4.613 2.642  0.2656
84 H -2.261 -6.293 2.112  0.3183
85 H -2.944 -5.044 1.081  0.3213
86 H -0.783 -4.969 0.021  0.2122
87 H -0.199 -5.952 1.348  0.4324
88 H 1.635 -1.506 4.246  -0.3300
89 H 3.077 -1.912 3.368  0.1682
90 H 2.347 -3.192 4.428  0.4265
91 C 2.801 -5.305 -1.397  -1.1736
92 C 1.877 -4.664 -2.452  0.3115
93 O 1.399 -5.503 -3.499  -0.3416
94 C 0.365 -5.220 -4.210  0.7598
95 O -0.182 -4.133 -4.351  -0.5890
96 O -0.145 -6.343 -4.704  -0.3586
97 C -1.268 -6.291 -5.565  -0.6822
98 H 2.296 -6.076 -0.815  0.3117
99 H 3.146 -4.550 -0.692  0.2636
100 H 3.687 -5.729 -1.870  0.3996
101 H 2.321 -3.749 -2.842  0.3015
102 H 0.987 -4.327 -1.920  -0.0594
103 H -2.194 -6.108 -5.019  0.2841
104 H -1.329 -7.220 -6.131  0.2503
105 H -1.258 -5.518 -6.333  0.3162
106 C 6.265 1.380 3.338  -1.3753
107 C 5.318 1.212 2.098  0.5962
108 O 6.146 0.864 0.962  -0.2726
109 C 5.696 0.218 -0.113  0.6710
110 O 4.563 -0.268 -0.264  -0.4556
111 O 6.800 0.050 -0.936  -0.3454
112 C 6.628 -0.710 -2.100  -0.5924
113 H 6.816 0.447 3.455  0.3533
114 H 5.735 1.618 4.260  0.3574
115 H 6.961 2.204 3.180  0.3592
116 H 4.681 2.063 1.857  0.1148
117 H 4.589 0.427 2.297  -0.0754
118 H 6.320 -0.060 -2.919  0.2714
119 H 5.873 -1.480 -1.942  0.2388
120 H 7.587 -1.199 -2.271  0.2460

Results
Gap between HOMO and LUMO   10.6 eV
SMILES   CCOC(=O)OC.CCOC(=O)OC.CCOC(=O)OC.CCOC(=O)OC.CCOC(=O)OC.CCOC(=O)OC.CCOC(=O)OC.CCOC(=O)OC
Total charge   0
2S+1   1
Lowest unoccupied orbital energy   0.44 eV
HOMO energy   -10.2 eV


Run B
This record from the Open Molecules 2025 dataset describes a cluster of 8 separate species, C32H64O24 in total. The level of theory is ωB97M-V/def2-TZVPD.

Last column: Mulliken charge in e.
Geometry (Å):
1 C -5.216 -1.396 -5.371  -1.1315
2 C -5.497 -0.325 -4.317  -0.1424
3 O -5.340 -0.845 -3.011  -0.3799
4 C -4.456 -0.280 -2.125  0.7561
5 O -3.828 0.748 -2.324  -0.5340
6 O -4.447 -1.066 -1.066  -0.3777
7 C -3.330 -0.828 -0.120  -0.2596
8 H -4.180 -1.384 -5.711  0.2015
9 H -5.808 -1.166 -6.257  0.3952
10 H -5.511 -2.394 -5.047  0.2894
11 H -6.519 0.044 -4.414  0.4269
12 H -4.877 0.526 -4.599  0.2219
13 H -3.457 0.069 0.486  0.2425
14 H -2.353 -0.880 -0.601  0.1008
15 H -3.259 -1.592 0.654  0.1988
16 C 0.288 -0.796 3.508  -1.2939
17 C -0.998 -0.874 2.651  0.3887
18 O -0.631 -0.500 1.377  -0.3578
19 C -0.700 0.722 0.849  0.5528
20 O -0.955 1.759 1.427  -0.5252
21 O -0.231 0.624 -0.402  0.0579
22 C -0.543 1.711 -1.191  -0.0139
23 H 0.298 -0.922 4.591  0.3057
24 H 0.782 0.167 3.374  0.3522
25 H 1.085 -1.336 2.996  0.4054
26 H -1.500 -0.049 3.157  0.2697
27 H -1.482 -1.846 2.551  -0.1711
28 H -0.495 2.705 -0.746  -0.0257
29 H -1.474 1.692 -1.757  0.0575
30 H 0.299 1.765 -1.881  0.0474
31 C 4.622 -2.567 -4.992  -1.1052
32 C 5.024 -1.426 -4.066  -0.1793
33 O 3.952 -1.419 -3.025  -0.2887
34 C 3.634 -0.345 -2.264  0.7659
35 O 2.884 -0.416 -1.326  -0.5626
36 O 4.122 0.741 -2.802  -0.3421
37 C 3.539 2.008 -2.380  -0.3796
38 H 4.459 -3.487 -4.431  0.2890
39 H 5.516 -2.773 -5.581  0.3910
40 H 3.766 -2.252 -5.590  0.2499
41 H 5.203 -0.477 -4.572  0.2805
42 H 6.024 -1.670 -3.710  0.3140
43 H 4.361 2.541 -1.902  0.3312
44 H 2.701 1.880 -1.695  0.0207
45 H 3.280 2.598 -3.260  0.2033
46 C -1.308 -1.138 -3.665  -0.8977
47 C -1.442 0.156 -4.527  -0.3190
48 O -0.212 0.910 -4.396  -0.3661
49 C 0.828 0.568 -5.230  0.7155
50 O 0.954 -0.431 -5.970  -0.5999
51 O 1.755 1.556 -5.053  -0.1352
52 C 2.610 1.701 -6.145  -0.8815
53 H -0.993 -0.947 -2.639  -0.0420
54 H -0.553 -1.768 -4.135  0.5071
55 H -2.198 -1.759 -3.767  0.3374
56 H -2.213 0.881 -4.264  0.1807
57 H -1.581 -0.091 -5.579  0.5765
58 H 2.037 1.767 -7.070  0.4353
59 H 3.243 0.821 -6.258  0.2278
60 H 3.064 2.691 -6.087  0.2568
61 C -6.403 8.197 -1.107  -1.1375
62 C -6.293 7.156 -0.050  -0.2208
63 O -5.479 6.045 -0.538  -0.2853
64 C -5.033 5.150 0.382  0.6251
65 O -5.355 5.070 1.551  -0.5704
66 O -4.055 4.414 -0.117  -0.2626
67 C -3.371 3.459 0.712  -0.4043
68 H -5.418 8.637 -1.262  0.2955
69 H -7.120 8.964 -0.814  0.3564
70 H -6.913 7.608 -1.870  0.3044
71 H -7.255 6.765 0.282  0.3085
72 H -5.711 7.574 0.771  0.3228
73 H -2.858 3.944 1.543  0.4031
74 H -2.685 2.847 0.126  -0.1342
75 H -4.107 2.804 1.178  0.2858
76 C 2.412 -2.593 6.462  -1.0110
77 C 3.780 -2.953 7.261  -0.4292
78 O 3.613 -4.181 8.005  -0.2502
79 C 4.525 -4.621 8.913  0.7406
80 O 5.682 -4.215 9.066  -0.5860
81 O 3.902 -5.597 9.574  -0.3051
82 C 4.580 -6.338 10.568  -0.6191
83 H 1.580 -2.122 6.985  0.3436
84 H 2.137 -3.511 5.942  0.3235
85 H 2.665 -1.917 5.645  0.3292
86 H 4.155 -2.040 7.723  0.3672
87 H 4.579 -3.219 6.569  0.2957
88 H 5.550 -5.859 10.701  0.3442
89 H 4.692 -7.413 10.427  0.2348
90 H 3.903 -6.102 11.389  0.2194
91 C -2.638 -4.974 3.156  -0.7381
92 C -2.928 -6.024 1.993  -0.3251
93 O -1.865 -6.812 1.572  -0.2812
94 C -1.702 -8.109 1.891  0.7061
95 O -2.430 -8.719 2.631  -0.5537
96 O -0.654 -8.457 1.183  -0.3053
97 C -0.097 -9.681 1.366  -0.7062
98 H -2.076 -4.101 2.823  -0.0723
99 H -2.229 -5.446 4.049  0.3739
100 H -3.582 -4.568 3.519  0.3667
101 H -3.121 -5.488 1.064  0.2562
102 H -3.806 -6.630 2.217  0.3630
103 H 0.501 -9.923 0.487  0.2607
104 H -0.738 -10.562 1.409  0.3275
105 H 0.532 -9.671 2.256  0.2999
106 C 5.509 7.653 -1.295  -1.1277
107 C 5.242 6.663 -0.097  -0.1812
108 O 3.906 6.577 0.214  -0.3775
109 C 3.157 5.632 -0.405  0.7231
110 O 3.545 4.908 -1.354  -0.6004
111 O 1.960 5.712 0.133  -0.3518
112 C 0.929 4.666 -0.200  -0.2924
113 H 5.674 7.219 -2.281  0.2944
114 H 6.439 8.203 -1.149  0.3529
115 H 4.663 8.327 -1.428  0.3147
116 H 5.697 7.000 0.835  0.3292
117 H 5.725 5.699 -0.261  0.3045
118 H 0.122 5.072 -0.810  0.3165
119 H 0.561 4.268 0.746  0.4034
120 H 1.268 3.703 -0.583  -0.0050

Results
Gap between HOMO and LUMO   11.0 eV
SMILES   CCOC(=O)OC.CCOC(=O)OC.CCOC(=O)OC.CCOC(=O)OC.CCOC(=O)OC.CCOC(=O)OC.CCOC(=O)OC.CCOC(=O)OC
Total charge   0
2S+1   1
Lowest unoccupied orbital energy   0.52 eV
HOMO energy   -10.5 eV


Stability, highest: run A